Molecular formula: C27H46BrCoNOP2
Method: DFT, ωB97M-V/def2-TZVPD

```
79
Properties=species:S:1:pos:R:3:forces:R:3:lowdin_spin:R:1
H 2.62479 2.35154 -2.09178 -0.5 0.6 0.2 0.00
C -0.02370 1.05236 4.61960 -0.1 -0.2 -0.2 0.00
H 0.65674 3.39331 1.64305 0.0 0.4 -0.5 0.00
H -2.05766 1.08856 -2.71569 0.0 0.7 0.2 0.01
H 5.79821 1.29287 -0.78512 -0.1 0.0 0.3 0.00
H -1.10140 -4.72127 0.74345 -0.1 0.1 0.3 0.00
N -5.67561 3.97822 -3.74865 0.3 0.2 0.0 0.07
C 3.79058 -1.86464 3.10119 -0.3 -0.2 0.1 0.00
C -2.76725 -2.26324 -0.87962 0.5 -0.6 -0.3 0.03
C -4.47539 1.96607 -3.22150 0.2 0.8 -0.3 0.07
H 6.25546 1.07588 0.92493 -0.2 0.2 -0.3 0.00
H 5.03622 -2.90378 -1.28254 0.0 0.3 -0.1 0.00
H 0.35583 1.78566 3.90213 -0.1 0.0 0.0 0.00
H 0.57277 -3.04204 -3.40830 -0.1 0.3 0.2 0.00
C 4.87651 -1.93217 -1.76922 -0.3 -0.2 -0.3 0.00
P -1.10234 -1.88188 -0.22280 -0.4 -1.6 -0.1 0.05
H 4.17974 -1.05969 3.73842 0.0 -0.2 -0.2 0.00
H -4.72132 -2.24681 0.02950 0.0 0.2 0.0 0.00
C -5.67262 4.31251 -2.45616 0.0 -0.7 0.0 -0.01
H -4.12285 0.99560 -3.58183 0.1 0.4 0.1 0.00
H -6.19438 5.24574 -2.19163 0.3 -0.6 0.0 0.00
C -0.12132 -2.40960 -2.83953 -0.1 0.0 -0.2 0.00
H -0.74482 -1.00524 4.65832 0.1 0.4 -0.2 0.00
H 2.39421 -0.39914 2.21893 0.0 -0.3 0.0 0.00
H 2.27250 -2.02854 1.50297 0.1 0.0 0.3 0.00
H -2.82253 -3.35277 -0.83112 -0.3 -0.1 -0.2 0.00
C -1.36826 -4.11328 1.62148 0.0 -0.1 0.0 0.00
C -5.10308 2.83159 -4.13256 0.0 -0.7 0.7 -0.01
H -3.45755 1.64397 0.03526 0.4 0.7 -0.2 0.01
C -0.60153 2.55166 0.11039 0.4 0.7 -0.7 0.03
C -3.83596 -1.60884 -0.02572 -0.3 0.0 0.2 0.02
C -0.51095 -0.20919 3.92867 0.5 -0.7 0.0 0.00
C 2.96996 -1.29203 1.92880 -0.5 -0.1 -0.3 0.00
C 0.61133 3.09291 0.59473 -0.2 -0.6 -0.3 0.00
H 4.64493 -2.44418 2.71930 -0.3 0.2 0.2 0.00
H 2.77006 -1.70404 -1.13347 0.4 0.0 -0.3 0.00
C -2.01612 1.41032 -1.66681 -1.0 2.1 -1.5 -0.02
C -0.68193 1.98102 -1.20736 0.0 1.1 0.3 0.03
H 5.81175 -1.35551 -1.72235 -0.3 -0.2 0.1 0.00
C -3.28295 1.73579 -1.04508 0.4 0.7 -0.7 0.23
H 0.22896 -3.63364 -1.07717 0.1 0.1 -0.1 0.00
C 0.50548 2.02552 -2.01446 0.0 -0.6 0.5 0.01
H -5.16665 3.81204 -0.42921 0.3 0.0 -0.1 0.00
H -1.13091 -2.72161 -3.12917 0.2 0.0 0.1 0.00
C 1.74825 3.18101 -0.23951 -1.1 -0.9 -0.2 0.03
H 3.35203 1.24392 -0.15263 0.3 0.1 0.2 0.00
H 3.58474 -0.19736 -1.60136 -0.1 -0.2 0.0 0.00
H 4.62459 -2.10351 -2.82052 0.2 -0.1 0.0 0.00
Br 3.20490 4.19729 0.31762 -0.3 -0.2 -0.2 0.01
H -1.76325 -2.00991 2.05635 0.4 -0.2 -0.3 0.00
H -0.06714 -2.35981 1.82468 -0.2 -0.1 -0.1 0.00
H -5.14962 2.56886 -5.20208 -0.1 0.2 0.6 0.00
C 3.72731 -1.16697 -1.10323 -0.3 -0.2 0.1 0.00
P 4.19479 -0.85168 0.64479 1.5 0.1 0.1 0.00
C 4.11245 0.96596 0.59048 -0.1 0.2 0.2 0.00
C -1.07036 -2.61546 1.44302 0.4 0.3 0.5 0.02
H -2.43230 -4.27149 1.85862 0.4 0.0 -0.2 0.00
Co -1.39579 0.22429 -0.41661 1.3 -0.5 2.8 2.31
C 1.70949 2.51019 -1.50576 -0.4 0.4 0.2 0.01
H -2.03175 0.84487 3.36082 -0.1 -0.5 -0.1 0.00
H 0.79983 0.80370 5.29685 -0.2 0.1 0.0 0.00
C 0.14031 -2.57387 -1.34536 0.2 -0.5 0.5 0.00
O -1.67274 -0.02155 3.10657 -0.3 1.1 -0.2 0.01
H -3.48398 -1.44594 0.99753 -0.2 0.0 0.0 0.00
H 0.48471 1.65837 -3.04177 0.0 -0.1 0.3 0.00
H -0.84092 1.50497 5.19041 0.2 0.0 0.1 0.00
H -4.13757 -0.64291 -0.44342 -0.1 -0.1 0.1 0.01
H 5.49603 2.60379 0.38557 0.3 -0.2 -0.1 0.00
C 5.50458 1.51580 0.25270 -0.2 0.4 0.1 0.00
H -0.78449 -4.47890 2.48164 -0.3 0.1 -0.4 0.00
H 3.73471 1.31521 1.56318 0.4 0.1 -0.1 0.00
H -2.81350 -1.96854 -1.93640 -0.1 -0.2 0.3 0.00
C -4.30868 2.36693 -1.85734 -1.2 -0.5 -1.6 0.02
H -1.54106 2.84248 0.60176 0.5 -0.6 0.2 0.00
H 1.07952 -2.08407 -1.05865 -0.2 -0.3 -0.1 0.00
C -5.06836 3.51016 -1.46941 0.4 -0.2 0.2 0.07
H 0.02818 -1.36826 -3.15263 0.0 -0.2 0.0 0.00
H 3.18222 -2.53064 3.71929 0.0 0.1 0.1 0.00
H 0.25590 -0.59698 3.24251 0.0 0.1 0.4 0.00
```
Positions in Å, forces in eV/Å.

Computed properties:
Total charge   +2
Orbital gap (alpha / beta)   4.1 / 3.5 eV
Expectation value of S²   3.856
Spin multiplicity   4
Maximum force   3.09 eV Å⁻¹


Molecular formula: C27H46F5N2O9
Method: DFT, ωB97M-V/def2-TZVPD

```
89
Properties=species:S:1:pos:R:3:forces:R:3:mulliken_charge:R:1
C -7.30752 -0.85544 -2.18309 0.2 -0.4 -0.3 0.67
H -3.08388 -2.56490 1.11265 0.0 0.1 0.0 0.27
H 1.16207 -3.12422 1.64048 0.0 -0.1 0.1 0.28
C 0.45054 2.74637 -2.80983 -0.5 -0.2 -0.3 -1.20
H 0.01437 -5.01176 -1.27759 0.0 0.0 0.0 0.43
F -7.95655 0.17053 -2.69942 -0.1 0.2 0.0 -0.21
C -4.85662 2.75374 0.39666 -0.1 0.0 -1.0 -0.54
C -5.44082 0.49752 0.10215 -0.1 -0.1 -1.1 -0.92
C -5.45152 0.65059 -1.28206 0.1 0.5 0.8 0.14
C -1.25926 2.86200 -1.08349 -0.3 0.1 -0.3 -0.63
H -5.18291 1.40438 1.88566 0.0 0.0 0.0 0.33
H -2.24729 -2.26848 2.65744 0.0 0.0 0.0 0.35
C -5.15246 1.90707 -1.81833 0.1 -0.4 0.2 0.67
H 2.02362 2.07861 1.45311 -0.1 -0.1 0.0 0.16
H 2.70768 -2.90219 0.81280 0.0 0.0 0.0 -0.02
N -5.16107 1.54309 0.88220 0.0 0.0 0.1 0.11
O 5.66267 0.29570 0.07738 -0.1 0.0 0.1 -0.48
H -1.20050 4.70251 -2.14201 0.1 0.1 -0.2 0.59
O 3.62020 1.06510 2.28776 0.0 0.0 -0.1 -0.39
H -2.86107 5.76501 -1.04999 -0.1 0.2 -0.1 0.45
C 6.18936 1.54098 0.51672 0.1 0.0 -0.2 -0.46
C -5.20376 2.12002 -3.31290 1.0 -0.1 0.5 -0.25
H -4.46596 4.44537 -2.52827 -0.3 0.0 -0.2 0.44
H 1.26749 2.11669 -3.13376 0.1 -0.1 0.0 0.52
H -2.85854 4.42490 0.04734 -0.1 0.0 0.2 0.57
C 3.60210 -0.01274 1.37011 0.1 0.0 0.3 -0.12
H 5.45063 2.10081 1.09423 0.0 0.0 0.1 0.23
C 1.99603 -6.76504 2.89782 -0.1 0.0 0.0 -0.80
C 2.51393 -4.80016 1.73546 -0.2 0.0 0.2 -0.77
H 1.17922 -7.26162 3.41665 0.0 0.0 0.0 0.23
F -5.23172 -1.64729 -1.50705 0.0 0.0 -0.1 -0.26
H -5.14075 5.07116 -1.01030 -0.2 0.2 -0.1 0.48
H 8.10470 0.63241 0.82732 0.0 0.0 -0.1 0.34
C 5.00562 -0.48476 1.06507 0.0 -0.1 -0.1 -0.63
C -4.44676 4.36312 -1.44893 0.6 -0.3 0.5 -1.23
H -1.69531 -1.42792 1.19113 -0.1 0.0 0.0 0.11
O -4.00730 2.21517 -3.90916 0.2 -0.3 -0.3 -0.49
O 0.25108 1.00210 -0.04539 -0.5 0.0 0.5 -0.58
H 3.23219 -4.43803 2.48445 0.1 0.0 -0.1 0.46
H 0.11777 -0.97244 -2.05349 -0.3 -0.2 0.0 0.11
H 0.09972 -5.44197 0.43326 0.0 0.1 0.1 0.24
H 5.60094 -0.55348 1.97771 -0.1 0.1 0.1 0.32
H 8.02631 2.36835 1.24461 0.1 0.0 -0.1 0.46
C 0.18410 0.98573 -1.24926 0.0 -0.2 -0.1 0.28
H 2.40754 2.44511 3.14903 0.1 0.0 0.0 0.33
H -4.63878 3.54642 1.08875 0.0 0.0 0.3 0.57
O 1.37391 -3.94518 -0.26363 -0.1 0.0 0.1 -0.48
C -5.78773 -0.56658 -2.11836 0.0 -0.4 0.8 0.88
H -3.42734 1.48642 -3.64245 0.3 0.2 0.1 0.43
H 1.70416 -0.44952 -1.53901 0.1 -0.1 0.1 0.21
H 8.13398 0.56468 4.37166 0.0 0.0 0.0 0.23
H -5.66373 -0.45307 0.55114 0.0 -0.1 0.3 0.58
F -5.27693 -0.48362 -3.34812 0.1 0.2 -0.3 -0.26
C -4.82406 2.97788 -0.97899 -0.2 0.0 0.4 0.47
H -0.04695 3.11178 -3.70063 0.0 0.2 -0.1 0.31
C 0.11791 -4.60643 -0.26910 0.1 0.0 -0.1 -0.61
O -6.22105 2.27225 -3.87142 -1.5 0.5 -0.6 -0.42
F -7.51179 -1.94016 -2.91689 -0.1 0.1 0.1 -0.22
C 1.90814 -3.61830 1.01448 0.1 0.0 -0.1 0.14
C -1.95114 3.97771 -1.84927 0.1 0.1 0.3 -0.51
H -1.96671 -4.11621 -0.42713 0.0 0.0 -0.1 0.47
H 3.04228 -5.43568 1.01426 0.1 0.0 0.0 0.36
C 2.34490 1.65002 2.40778 0.1 0.1 0.1 -0.61
H 8.86824 -0.13917 2.91586 0.1 0.0 0.0 0.31
H 1.60350 0.91291 2.73762 -0.1 0.0 -0.1 0.27
H 1.02352 0.14913 -3.05523 -0.1 -0.1 -0.2 0.52
C 8.40456 0.76053 3.33646 -0.1 0.0 0.0 -0.77
C -2.10826 -2.36926 1.58240 0.0 0.0 0.1 -0.59
O -1.22355 -3.43162 1.35789 0.1 0.1 0.0 -0.29
C -3.00970 4.69331 -0.99754 0.1 -0.1 -0.3 -1.00
O 1.50258 -5.54408 2.39063 0.0 0.0 -0.1 -0.24
O 7.22414 1.09264 2.64051 0.0 -0.1 0.0 -0.23
H -0.62002 3.30937 -0.32076 0.1 -0.1 0.2 0.35
C -1.04400 -3.67135 -0.02689 -0.1 -0.2 0.2 0.06
H -1.99659 2.24722 -0.56740 -0.1 -0.1 0.2 0.15
F -7.74066 -1.08077 -0.93882 -0.1 0.1 0.1 -0.26
H 0.86972 3.57742 -2.24644 0.1 0.1 0.1 0.35
N -0.51345 1.97889 -1.97905 0.8 0.2 0.3 0.32
C 0.79599 -0.13059 -2.03404 0.4 0.2 -0.3 -0.91
H 3.02719 -0.84127 1.81044 0.0 0.0 -0.1 0.47
H 6.39903 2.09893 -0.39806 0.0 0.0 0.0 0.37
C 7.48466 1.41264 1.28596 -0.1 0.1 0.2 -0.57
H 9.12504 1.58592 3.30825 0.0 0.0 0.0 0.31
H 2.81501 -6.59566 3.60562 0.0 0.0 0.0 0.31
H 2.34621 -7.41351 2.08691 0.1 0.0 0.0 0.32
H -2.39518 3.59406 -2.75993 -0.1 -0.1 -0.2 0.39
H -0.85254 -2.72450 -0.54455 0.0 0.1 -0.1 -0.19
H 3.11368 0.30086 0.43805 0.0 -0.1 0.0 0.04
H 4.93355 -1.48611 0.63420 0.0 0.0 0.0 0.40
```
Positions in Å, forces in eV/Å.

Computed properties:
Total charge   +1
Orbital gap   5.7 eV
Maximum force   1.65 eV Å⁻¹